Entry 1:
# C12H30BF4InN3O7

A structure of composition C12H30BF4InN3O7 in a non-equilibrium geometry (ωB97M-V with the def2-TZVPD basis set, the Open Molecules 2025 dataset).

```
58
Properties=species:S:1:pos:R:3:lowdin_charge:R:1
In 13.44 -23.81 -16.15 1.507
N 16.86 -24.11 -18.28 -0.592
O 16.90 -25.25 -18.72 0.046
O 15.75 -23.63 -18.01 -0.071
O 17.87 -23.45 -18.04 0.066
B 16.04 -25.48 -14.88 -1.347
F 15.91 -26.31 -15.95 0.173
F 16.18 -24.14 -15.32 0.098
F 14.85 -25.45 -14.18 0.133
F 17.08 -25.76 -14.00 0.158
C 13.02 -23.63 -12.33 -0.024
O 13.72 -23.01 -13.42 -0.234
C 13.94 -21.67 -13.08 -0.241
C 14.89 -21.07 -14.10 -0.118
N 14.14 -21.25 -15.39 -0.042
C 14.84 -20.63 -16.50 -0.159
C 14.00 -20.69 -17.81 -0.184
O 13.88 -22.05 -18.16 -0.272
C 13.62 -22.26 -19.53 -0.075
H 13.66 -23.73 -11.46 0.123
H 12.62 -24.58 -12.69 0.019
H 12.18 -22.96 -12.13 0.109
H 14.37 -21.50 -12.09 0.146
H 13.04 -21.05 -13.11 0.132
H 15.84 -21.58 -14.08 0.148
H 14.98 -20.02 -13.82 0.143
H 13.23 -20.82 -15.32 0.125
H 15.74 -21.21 -16.71 0.138
H 15.13 -19.60 -16.31 0.142
H 14.59 -20.09 -18.51 0.140
H 13.09 -20.09 -17.75 0.133
H 13.58 -23.32 -19.78 0.057
H 14.37 -21.78 -20.17 0.129
H 12.62 -21.86 -19.72 0.084
C 10.79 -22.77 -19.00 -0.044
O 11.94 -23.57 -18.69 -0.346
C 12.11 -24.69 -19.52 -0.205
C 13.43 -25.36 -19.14 -0.163
N 13.56 -25.74 -17.74 -0.022
C 12.70 -26.87 -17.37 -0.135
C 12.81 -27.11 -15.90 -0.184
O 12.45 -25.92 -15.20 -0.251
C 12.11 -26.27 -13.87 -0.064
H 10.75 -21.98 -18.25 0.106
H 9.90 -23.39 -19.00 0.105
H 10.88 -22.36 -20.01 0.102
H 12.14 -24.37 -20.56 0.152
H 11.27 -25.35 -19.32 0.133
H 14.30 -24.79 -19.46 0.107
H 13.33 -26.17 -19.88 0.154
H 14.51 -26.05 -17.55 0.112
H 12.94 -27.74 -17.99 0.159
H 11.66 -26.57 -17.52 0.133
H 13.83 -27.39 -15.64 0.140
H 12.18 -27.96 -15.63 0.149
H 12.24 -25.48 -13.13 0.028
H 12.60 -27.14 -13.43 0.128
H 11.05 -26.53 -13.82 0.118
```

Results
Total charge: +1
Multiplicity: 1
ΔE to the lowest compared entry with this formula, charge and spin in kJ/mol: 170.1
LUMO in eV: -7.469
Molar mass in g/mol: 530.01
HOMO level in eV: -10.87
Kohn-Sham gap in eV: 3.3994

Entry 2:
# C12H30BN5O8P

A cluster of 2 separate species, C12H30BN5O8P in total in a non-equilibrium geometry (ωB97M-V with the def2-TZVPD basis set, the Open Molecules 2025 dataset).

```
57
Properties=species:S:1:pos:R:3:lowdin_charge:R:1
C 2.60 -2.93 4.42 -0.018
O 2.80 -3.32 3.05 0.114
B 2.30 -2.49 2.12 -0.642
O 3.03 -2.00 1.10 0.243
N 0.80 -2.09 2.19 0.195
C -0.13 -2.90 1.67 -0.383
O 0.21 -4.05 1.13 0.180
N -1.35 -2.41 1.83 0.236
C -1.19 -1.24 2.46 -0.297
N -2.17 -0.43 2.84 0.113
C -3.62 -0.63 2.59 -0.229
N -4.12 -1.96 2.80 0.030
N 0.13 -1.00 2.69 0.039
C 0.80 0.13 3.30 -0.048
C 1.69 0.89 2.30 -0.214
O 3.01 1.11 2.77 -0.030
H 3.10 -1.98 4.60 0.094
H 3.06 -3.69 5.05 0.106
H 1.55 -2.87 4.69 0.097
H 2.71 -2.21 0.22 0.131
H -0.12 -4.13 0.22 0.156
H -1.91 0.43 3.30 0.133
H -3.84 -0.25 1.59 0.121
H -4.12 0.04 3.28 0.118
H -4.20 -2.42 1.89 0.074
H -3.45 -2.54 3.29 0.068
H 0.03 0.82 3.64 0.127
H 1.36 -0.19 4.18 0.131
H 1.27 1.87 2.07 0.126
H 1.76 0.35 1.35 0.093
H 3.10 0.81 3.68 0.082
O -0.92 0.34 -4.83 -0.200
P -0.11 1.15 -3.92 0.456
O -0.91 1.30 -2.51 -0.186
C -1.50 0.14 -1.93 -0.266
C -0.48 -0.72 -1.18 -0.076
O -0.23 2.67 -4.46 -0.209
C -0.73 2.96 -5.78 -0.266
C -2.19 3.36 -5.73 -0.070
O 1.39 1.25 -3.46 -0.182
C 1.86 2.32 -2.60 -0.232
C 1.97 1.87 -1.17 -0.082
H -2.00 -0.45 -2.70 0.115
H -2.26 0.50 -1.24 0.117
H 0.37 -0.96 -1.82 0.081
H -0.96 -1.65 -0.85 0.065
H -0.10 -0.19 -0.31 0.054
H -0.57 2.11 -6.44 0.108
H -0.12 3.78 -6.15 0.119
H -2.77 2.65 -5.16 0.076
H -2.60 3.42 -6.74 0.081
H -2.30 4.33 -5.25 0.076
H 1.23 3.21 -2.69 0.119
H 2.85 2.59 -2.99 0.128
H 0.98 1.87 -0.69 0.058
H 2.61 2.54 -0.60 0.089
H 2.36 0.85 -1.10 0.078
```

Results
Total charge: +1
Multiplicity: 1
ΔE to the lowest compared entry with this formula, charge and spin in kJ/mol: 0.0
LUMO in eV: -2.737
Molar mass in g/mol: 414.18
HOMO level in eV: -12.42
Kohn-Sham gap in eV: 9.6856